[1]
Computed, not measured: a structure of composition CuH12O6 in a non-equilibrium geometry, with wB97M-V/def2-TZVPD.

E_HOMO in Eh: -0.42917
Total charge: +1
Energy above the lowest of the compared OMol25 structures with the same formula, charge and spin in eV: 1.864
Energy in hartree: -2098.8384
2S+1: 1
Molar mass in g mol⁻¹: 171.6

Each line ends with the Löwdin charge.
Positions of all 19 atoms, in Å:
Cu  0.35  -0.20  -0.22  0.1846
O  -0.70  -2.65  -0.02  -0.0156
H  -1.09  -3.39  -0.49  0.0680
H  -1.29  -2.43  0.65  0.0185
O  -0.86  2.62  1.76  -0.0318
H  -0.48  3.45  1.48  0.0398
H  -0.47  2.02  1.13  -0.0377
O  -1.32  0.47  -0.64  0.0250
H  -2.15  0.11  -0.39  0.0923
H  -1.39  1.33  -0.99  0.0777
O  1.20  1.57  -0.35  -0.0410
H  2.15  1.71  -0.20  0.1072
H  1.07  1.67  -1.35  0.1275
O  0.80  -0.66  1.50  -0.0233
H  1.55  -0.78  2.08  0.0907
H  0.16  -1.06  2.14  0.1299
O  0.90  -1.00  -1.81  -0.0412
H  0.17  -0.96  -2.49  0.1270
H  1.40  -1.83  -1.81  0.1026

***

[2]
Computed, not measured: a structure of composition CuH30O19S in a non-equilibrium geometry, with wB97M-V/def2-TZVPD.

E_HOMO in Eh: -0.23445
Total charge: -1
Energy above the lowest of the compared OMol25 structures with the same formula, charge and spin in eV: 0.000
Energy in hartree: -3486.2709
2S+1: 1
Molar mass in g mol⁻¹: 429.8

Each line ends with the Löwdin charge.
Positions of all 51 atoms, in Å:
Cu  -0.31  0.41  2.94  0.3645
S  0.07  0.01  -0.02  0.3713
O  -0.99  0.27  -0.92  -0.2980
O  -0.47  0.12  1.31  -0.3539
O  0.42  -1.34  -0.23  -0.3007
O  1.18  0.94  -0.22  -0.3128
O  1.30  3.24  -1.20  -0.1093
H  1.28  2.26  -0.92  -0.0004
H  0.88  3.66  -0.46  -0.0165
O  4.43  -0.36  0.10  -0.0756
H  3.71  -0.85  -0.34  -0.0177
H  4.10  0.53  0.14  -0.0105
O  0.91  -3.12  1.60  -0.0069
H  1.79  -2.89  1.37  0.0172
H  0.42  -2.78  0.91  -0.0332
O  -0.54  -2.59  -2.26  0.0036
H  -0.22  -2.11  -1.56  -0.0635
H  -0.04  -2.26  -3.00  0.0571
O  -2.06  0.99  3.29  -0.0243
H  -2.50  1.30  2.46  0.1194
H  -2.03  1.75  3.87  0.0790
O  -1.53  2.87  -1.19  -0.0719
H  -0.76  3.23  -1.73  0.0759
H  -1.59  1.96  -1.32  -0.0672
O  -0.13  3.40  1.33  -0.0146
H  -0.43  4.08  1.87  0.0055
H  -0.89  2.97  0.92  0.0288
O  -3.62  1.14  -1.17  -0.0617
H  -4.04  0.48  -1.72  0.0377
H  -2.86  0.67  -0.77  -0.0009
O  -3.00  -2.17  -1.39  -0.0301
H  -3.24  -3.10  -1.29  0.0645
H  -2.09  -2.19  -1.56  -0.0558
O  -0.01  -1.29  3.81  -0.0157
H  0.79  -1.44  3.30  0.0468
H  -0.31  -2.18  3.99  0.0878
O  2.75  0.12  -2.23  -0.0803
H  3.42  0.82  -2.08  0.0631
H  2.14  0.41  -1.52  -0.0182
O  2.66  1.59  1.61  -0.0500
H  2.09  1.32  0.90  -0.0813
H  2.73  0.85  2.21  0.0245
O  2.57  -2.44  -0.57  -0.0715
H  1.67  -2.03  -0.56  -0.0294
H  2.70  -2.57  -1.50  0.0361
O  -2.42  -1.52  1.44  -0.0721
H  -2.73  -1.49  0.56  -0.0374
H  -1.60  -0.93  1.48  -0.0217
O  -1.54  0.17  -3.46  -0.0388
H  -0.66  -0.10  -3.69  0.0172
H  -1.42  0.18  -2.53  -0.0581

***

2S+1 of number 2 (CuH30O19S)? 1

***

Repeat the first record exactly.
Computed, not measured: a structure of composition CuH12O6 in a non-equilibrium geometry, with wB97M-V/def2-TZVPD.

E_HOMO in Eh: -0.42917
Total charge: +1
Energy above the lowest of the compared OMol25 structures with the same formula, charge and spin in eV: 1.864
Energy in hartree: -2098.8384
2S+1: 1
Molar mass in g mol⁻¹: 171.6

Each line ends with the Löwdin charge.
Positions of all 19 atoms, in Å:
Cu  0.35  -0.20  -0.22  0.1846
O  -0.70  -2.65  -0.02  -0.0156
H  -1.09  -3.39  -0.49  0.0680
H  -1.29  -2.43  0.65  0.0185
O  -0.86  2.62  1.76  -0.0318
H  -0.48  3.45  1.48  0.0398
H  -0.47  2.02  1.13  -0.0377
O  -1.32  0.47  -0.64  0.0250
H  -2.15  0.11  -0.39  0.0923
H  -1.39  1.33  -0.99  0.0777
O  1.20  1.57  -0.35  -0.0410
H  2.15  1.71  -0.20  0.1072
H  1.07  1.67  -1.35  0.1275
O  0.80  -0.66  1.50  -0.0233
H  1.55  -0.78  2.08  0.0907
H  0.16  -1.06  2.14  0.1299
O  0.90  -1.00  -1.81  -0.0412
H  0.17  -0.96  -2.49  0.1270
H  1.40  -1.83  -1.81  0.1026